71
Properties=species:S:1:pos:R:3 method="wB97M-V/def2-TZVPD" molar_mass_g_mol=579.09 s_squared=0.805 relative_energy_ev=0.000 gap_ha="0.103 / 0.099" multiplicity=2
O -2.896 -4.265 -1.614
H -2.052 -4.820 -1.596
Cu -0.647 -1.232 -0.131
N 0.754 0.105 -0.668
N -0.919 -1.111 -2.163
O 1.523 0.911 0.112
O -1.971 -1.522 -2.828
C 1.069 0.155 -1.959
C 0.154 -0.498 -2.840
C 2.259 0.877 -2.467
C 0.232 -0.416 -4.323
H 3.011 1.053 -1.696
H 2.003 1.840 -2.937
H 2.714 0.274 -3.265
H -0.716 -0.847 -4.655
H 1.060 -1.063 -4.638
H 0.352 0.610 -4.710
H 0.912 1.015 0.930
H -2.403 -3.300 -1.240
O -1.273 2.443 -0.933
H -1.084 3.386 -0.808
H -2.259 2.374 -0.894
C 0.230 -2.341 1.163
H -0.182 -1.965 2.136
H 1.369 -2.514 1.094
H -0.398 -3.074 0.691
O 3.373 -2.050 2.805
H 3.820 -2.365 1.999
H 2.669 -2.694 2.976
F 2.063 1.713 5.848
C 0.857 2.089 5.298
C 0.511 1.551 4.080
C -0.754 1.837 3.529
C -1.170 1.218 2.285
O -0.359 0.559 1.581
C -2.530 1.373 1.886
C -3.305 2.295 2.551
N -2.852 3.052 3.605
C -3.611 4.150 4.045
C -4.477 4.860 3.046
C -5.100 4.024 4.115
C -1.623 2.723 4.204
C -1.266 3.234 5.461
C -0.008 2.934 6.030
N 0.297 3.430 7.311
C -0.698 3.204 8.355
C -0.634 4.304 9.403
N 0.773 4.385 9.855
C 1.785 4.630 8.808
C 1.660 3.496 7.798
C -3.008 0.725 0.589
O -3.779 1.479 -0.070
O -2.597 -0.429 0.303
H 1.189 0.881 3.560
H -4.321 2.513 2.228
H -3.143 4.781 4.795
H -4.551 5.939 3.161
H -4.502 4.476 2.027
H -5.540 3.072 3.819
H -5.586 4.558 4.931
H -1.965 3.871 6.005
H -0.522 2.218 8.842
H -1.691 3.177 7.895
H -0.900 5.284 9.001
H -1.269 4.071 10.261
H 0.857 5.104 10.576
H 1.003 3.474 10.255
H 2.775 4.644 9.270
H 1.570 5.607 8.371
H 1.945 2.541 8.284
H 2.340 3.689 6.961

=====

67
Properties=species:S:1:pos:R:3 method="wB97M-V/def2-TZVPD" molar_mass_g_mol=575.69 relative_energy_ev=7.952 total_charge=+2 gap_ha=0.204
P 0.080 2.737 0.849
P 1.593 -2.408 -1.369
C 0.619 0.409 -0.834
C 0.289 -0.993 -1.472
H 1.537 0.458 -0.249
H 0.488 1.253 -1.550
H -0.697 -1.550 -1.176
H 0.246 -0.869 -2.569
C 2.629 -1.583 -2.596
H 3.637 -1.972 -2.399
H 2.640 -0.542 -2.311
H 2.244 -1.707 -3.608
C 0.228 -3.303 -2.302
H 0.025 -2.865 -3.305
H -0.688 -3.319 -1.680
H 0.498 -4.360 -2.329
C 0.235 4.308 -0.059
H 0.604 5.158 0.516
H -0.748 4.533 -0.486
H 0.976 4.165 -0.873
C -1.727 2.506 1.220
H -2.265 1.505 1.155
H -2.274 3.227 0.586
H -1.862 2.785 2.287
Zr -1.426 0.173 -0.263
C -2.063 -0.375 -3.292
C -0.934 -0.025 -3.947
C -0.594 1.375 -4.340
C -1.485 2.437 -3.604
C -1.705 2.164 -2.142
C -2.805 1.460 -1.577
C -3.961 1.165 -2.617
C -3.360 0.269 -3.725
C 0.565 2.483 2.566
H -2.214 -1.310 -2.691
H -0.317 -0.788 -4.442
H -0.758 1.483 -5.426
H 0.481 1.564 -4.161
H -1.027 3.419 -3.776
H -2.408 2.523 -4.175
H -1.021 2.699 -1.483
H -3.290 1.914 -0.687
H -4.369 2.083 -3.095
H -4.798 0.665 -2.102
H -4.104 -0.455 -4.054
H -3.252 0.858 -4.656
H 0.036 1.556 2.780
H 0.304 3.172 3.366
H 1.624 2.256 2.684
O -1.173 -1.014 2.071
C 0.114 -1.026 2.247
O 0.934 -0.492 1.457
C 1.004 -1.617 3.420
C 0.529 -2.010 4.681
C 1.409 -2.589 5.646
C 2.734 -2.817 5.375
C 3.215 -2.413 4.145
C 2.383 -1.800 3.210
N 4.657 -2.746 3.975
O 5.204 -3.239 4.959
O 5.247 -2.526 2.888
N 0.976 -3.009 6.983
O -0.224 -2.950 7.309
O 1.888 -3.421 7.741
H -0.526 -1.889 4.927
H 3.374 -3.315 6.100
H 2.832 -1.465 2.279

=====

72
Properties=species:S:1:pos:R:3 method="wB97M-V/def2-TZVPD" molar_mass_g_mol=570.70 gap_ha=0.328 smiles="CC(=O)N[C@H]1CSSC[C@@H](C(N)=O)NC(=O)[C@H](C(C)C)NC(=O)[C@H](C)NC(=O)[C@H](Cc2cnc[nH]2)NC1=O"
C -0.111 2.462 3.771
C -0.590 1.621 2.618
O -0.244 0.454 2.461
N -1.435 2.245 1.787
C -1.925 1.667 0.563
C -3.420 1.339 0.650
S -3.748 -0.263 1.466
S -2.865 -1.469 0.043
C -1.590 -2.314 1.069
C -0.278 -2.583 0.343
C -0.498 -2.757 -1.178
N 0.531 -3.288 -1.821
O -1.575 -2.502 -1.696
N 0.710 -1.555 0.647
C 2.022 -1.805 0.562
O 2.486 -2.796 0.013
C 2.967 -0.800 1.233
C 3.464 -1.398 2.574
C 4.500 -2.490 2.330
C 2.302 -1.932 3.412
N 2.386 0.492 1.498
C 2.084 1.490 0.655
O 1.554 2.514 1.054
C 2.354 1.305 -0.843
C 3.404 2.304 -1.317
N 1.071 1.557 -1.472
C 0.333 0.571 -2.010
O 0.788 -0.514 -2.312
C -1.162 0.877 -2.204
C -1.594 0.593 -3.653
C -3.057 0.332 -3.709
C -4.121 1.067 -4.157
N -5.282 0.401 -3.922
C -4.937 -0.714 -3.338
N -3.599 -0.812 -3.184
N -1.535 2.213 -1.805
C -1.769 2.692 -0.564
O -1.900 3.879 -0.346
H 0.299 1.826 4.552
H -0.919 3.064 4.175
H 0.671 3.122 3.399
H -1.599 3.239 1.880
H -1.347 0.759 0.372
H -3.863 1.284 -0.344
H -3.942 2.093 1.235
H -1.427 -1.687 1.944
H -2.044 -3.256 1.377
H 0.135 -3.543 0.691
H 0.506 -3.306 -2.828
H 1.432 -3.331 -1.345
H 0.386 -0.762 1.200
H 3.835 -0.686 0.572
H 3.945 -0.577 3.119
H 4.090 -3.263 1.686
H 4.795 -2.942 3.274
H 5.387 -2.081 1.852
H 2.643 -2.148 4.422
H 1.485 -1.216 3.474
H 1.918 -2.854 2.982
H 2.046 0.635 2.442
H 2.635 0.281 -1.097
H 4.366 2.079 -0.863
H 3.503 2.257 -2.398
H 3.108 3.310 -1.027
H 0.629 2.418 -1.175
H -1.683 0.140 -1.580
H -1.045 -0.290 -3.987
H -1.333 1.434 -4.298
H -4.124 2.024 -4.639
H -5.623 -1.470 -3.013
H -3.078 -1.555 -2.739
H -1.509 2.918 -2.531

=====

Repeat the second record exactly.
67
Properties=species:S:1:pos:R:3 method="wB97M-V/def2-TZVPD" molar_mass_g_mol=575.69 relative_energy_ev=7.952 total_charge=+2 gap_ha=0.204
P 0.080 2.737 0.849
P 1.593 -2.408 -1.369
C 0.619 0.409 -0.834
C 0.289 -0.993 -1.472
H 1.537 0.458 -0.249
H 0.488 1.253 -1.550
H -0.697 -1.550 -1.176
H 0.246 -0.869 -2.569
C 2.629 -1.583 -2.596
H 3.637 -1.972 -2.399
H 2.640 -0.542 -2.311
H 2.244 -1.707 -3.608
C 0.228 -3.303 -2.302
H 0.025 -2.865 -3.305
H -0.688 -3.319 -1.680
H 0.498 -4.360 -2.329
C 0.235 4.308 -0.059
H 0.604 5.158 0.516
H -0.748 4.533 -0.486
H 0.976 4.165 -0.873
C -1.727 2.506 1.220
H -2.265 1.505 1.155
H -2.274 3.227 0.586
H -1.862 2.785 2.287
Zr -1.426 0.173 -0.263
C -2.063 -0.375 -3.292
C -0.934 -0.025 -3.947
C -0.594 1.375 -4.340
C -1.485 2.437 -3.604
C -1.705 2.164 -2.142
C -2.805 1.460 -1.577
C -3.961 1.165 -2.617
C -3.360 0.269 -3.725
C 0.565 2.483 2.566
H -2.214 -1.310 -2.691
H -0.317 -0.788 -4.442
H -0.758 1.483 -5.426
H 0.481 1.564 -4.161
H -1.027 3.419 -3.776
H -2.408 2.523 -4.175
H -1.021 2.699 -1.483
H -3.290 1.914 -0.687
H -4.369 2.083 -3.095
H -4.798 0.665 -2.102
H -4.104 -0.455 -4.054
H -3.252 0.858 -4.656
H 0.036 1.556 2.780
H 0.304 3.172 3.366
H 1.624 2.256 2.684
O -1.173 -1.014 2.071
C 0.114 -1.026 2.247
O 0.934 -0.492 1.457
C 1.004 -1.617 3.420
C 0.529 -2.010 4.681
C 1.409 -2.589 5.646
C 2.734 -2.817 5.375
C 3.215 -2.413 4.145
C 2.383 -1.800 3.210
N 4.657 -2.746 3.975
O 5.204 -3.239 4.959
O 5.247 -2.526 2.888
N 0.976 -3.009 6.983
O -0.224 -2.950 7.309
O 1.888 -3.421 7.741
H -0.526 -1.889 4.927
H 3.374 -3.315 6.100
H 2.832 -1.465 2.279

=====

Please write out number 1 again, unchanged.
71
Properties=species:S:1:pos:R:3 method="wB97M-V/def2-TZVPD" molar_mass_g_mol=579.09 s_squared=0.805 relative_energy_ev=0.000 gap_ha="0.103 / 0.099" multiplicity=2
O -2.896 -4.265 -1.614
H -2.052 -4.820 -1.596
Cu -0.647 -1.232 -0.131
N 0.754 0.105 -0.668
N -0.919 -1.111 -2.163
O 1.523 0.911 0.112
O -1.971 -1.522 -2.828
C 1.069 0.155 -1.959
C 0.154 -0.498 -2.840
C 2.259 0.877 -2.467
C 0.232 -0.416 -4.323
H 3.011 1.053 -1.696
H 2.003 1.840 -2.937
H 2.714 0.274 -3.265
H -0.716 -0.847 -4.655
H 1.060 -1.063 -4.638
H 0.352 0.610 -4.710
H 0.912 1.015 0.930
H -2.403 -3.300 -1.240
O -1.273 2.443 -0.933
H -1.084 3.386 -0.808
H -2.259 2.374 -0.894
C 0.230 -2.341 1.163
H -0.182 -1.965 2.136
H 1.369 -2.514 1.094
H -0.398 -3.074 0.691
O 3.373 -2.050 2.805
H 3.820 -2.365 1.999
H 2.669 -2.694 2.976
F 2.063 1.713 5.848
C 0.857 2.089 5.298
C 0.511 1.551 4.080
C -0.754 1.837 3.529
C -1.170 1.218 2.285
O -0.359 0.559 1.581
C -2.530 1.373 1.886
C -3.305 2.295 2.551
N -2.852 3.052 3.605
C -3.611 4.150 4.045
C -4.477 4.860 3.046
C -5.100 4.024 4.115
C -1.623 2.723 4.204
C -1.266 3.234 5.461
C -0.008 2.934 6.030
N 0.297 3.430 7.311
C -0.698 3.204 8.355
C -0.634 4.304 9.403
N 0.773 4.385 9.855
C 1.785 4.630 8.808
C 1.660 3.496 7.798
C -3.008 0.725 0.589
O -3.779 1.479 -0.070
O -2.597 -0.429 0.303
H 1.189 0.881 3.560
H -4.321 2.513 2.228
H -3.143 4.781 4.795
H -4.551 5.939 3.161
H -4.502 4.476 2.027
H -5.540 3.072 3.819
H -5.586 4.558 4.931
H -1.965 3.871 6.005
H -0.522 2.218 8.842
H -1.691 3.177 7.895
H -0.900 5.284 9.001
H -1.269 4.071 10.261
H 0.857 5.104 10.576
H 1.003 3.474 10.255
H 2.775 4.644 9.270
H 1.570 5.607 8.371
H 1.945 2.541 8.284
H 2.340 3.689 6.961

=====

Repeat the first record exactly.
71
Properties=species:S:1:pos:R:3 method="wB97M-V/def2-TZVPD" molar_mass_g_mol=579.09 s_squared=0.805 relative_energy_ev=0.000 gap_ha="0.103 / 0.099" multiplicity=2
O -2.896 -4.265 -1.614
H -2.052 -4.820 -1.596
Cu -0.647 -1.232 -0.131
N 0.754 0.105 -0.668
N -0.919 -1.111 -2.163
O 1.523 0.911 0.112
O -1.971 -1.522 -2.828
C 1.069 0.155 -1.959
C 0.154 -0.498 -2.840
C 2.259 0.877 -2.467
C 0.232 -0.416 -4.323
H 3.011 1.053 -1.696
H 2.003 1.840 -2.937
H 2.714 0.274 -3.265
H -0.716 -0.847 -4.655
H 1.060 -1.063 -4.638
H 0.352 0.610 -4.710
H 0.912 1.015 0.930
H -2.403 -3.300 -1.240
O -1.273 2.443 -0.933
H -1.084 3.386 -0.808
H -2.259 2.374 -0.894
C 0.230 -2.341 1.163
H -0.182 -1.965 2.136
H 1.369 -2.514 1.094
H -0.398 -3.074 0.691
O 3.373 -2.050 2.805
H 3.820 -2.365 1.999
H 2.669 -2.694 2.976
F 2.063 1.713 5.848
C 0.857 2.089 5.298
C 0.511 1.551 4.080
C -0.754 1.837 3.529
C -1.170 1.218 2.285
O -0.359 0.559 1.581
C -2.530 1.373 1.886
C -3.305 2.295 2.551
N -2.852 3.052 3.605
C -3.611 4.150 4.045
C -4.477 4.860 3.046
C -5.100 4.024 4.115
C -1.623 2.723 4.204
C -1.266 3.234 5.461
C -0.008 2.934 6.030
N 0.297 3.430 7.311
C -0.698 3.204 8.355
C -0.634 4.304 9.403
N 0.773 4.385 9.855
C 1.785 4.630 8.808
C 1.660 3.496 7.798
C -3.008 0.725 0.589
O -3.779 1.479 -0.070
O -2.597 -0.429 0.303
H 1.189 0.881 3.560
H -4.321 2.513 2.228
H -3.143 4.781 4.795
H -4.551 5.939 3.161
H -4.502 4.476 2.027
H -5.540 3.072 3.819
H -5.586 4.558 4.931
H -1.965 3.871 6.005
H -0.522 2.218 8.842
H -1.691 3.177 7.895
H -0.900 5.284 9.001
H -1.269 4.071 10.261
H 0.857 5.104 10.576
H 1.003 3.474 10.255
H 2.775 4.644 9.270
H 1.570 5.607 8.371
H 1.945 2.541 8.284
H 2.340 3.689 6.961